Below is a cluster of 6 separate species, C16H42N5O9 in total in a non-equilibrium geometry, with properties calculated with ωB97M-V/def2-TZVPD.

Each line ends with the Löwdin charge.
Atoms and positions in Å:
C 22.639 -17.072 24.329  -0.025
C 22.582 -17.054 22.798  -0.751
O 21.467 -16.822 22.283  -0.072
O 23.645 -17.353 22.196  -0.086
H 23.348 -16.374 24.777  0.056
H 22.880 -18.094 24.635  0.044
H 21.661 -16.852 24.771  0.033
C 25.122 -20.282 22.050  0.040
N 26.496 -20.124 21.520  -0.444
O 27.184 -19.275 22.031  0.067
O 26.865 -20.872 20.625  0.034
H 24.728 -21.280 21.887  0.090
H 24.441 -19.551 21.609  0.091
H 25.215 -20.087 23.114  0.075
C 18.971 -17.724 28.226  0.042
N 20.228 -18.354 27.776  -0.440
O 21.196 -18.312 28.519  0.052
O 20.192 -18.873 26.685  0.065
H 18.789 -16.776 27.723  0.072
H 18.983 -17.551 29.299  0.095
H 18.183 -18.436 27.988  0.102
C 24.419 -13.860 23.146  -0.058
C 24.076 -13.766 21.664  -0.416
C 24.328 -12.383 21.087  -0.244
O 25.695 -12.095 20.978  -0.190
C 25.965 -10.897 20.295  -0.115
N 24.826 -14.772 20.860  0.055
H 25.354 -13.339 23.371  0.075
H 24.429 -14.905 23.446  0.051
H 23.699 -13.322 23.782  0.072
H 23.013 -13.929 21.458  0.134
H 23.764 -11.654 21.701  0.127
H 23.823 -12.297 20.111  0.121
H 25.175 -10.665 19.571  0.082
H 26.890 -11.015 19.731  0.084
H 26.042 -10.072 21.011  0.084
H 25.007 -15.575 21.459  0.043
H 25.734 -14.331 20.715  0.054
C 26.147 -18.393 25.805  -0.047
C 25.818 -19.224 27.040  -0.434
C 24.541 -20.030 26.859  -0.217
O 24.676 -20.917 25.773  -0.188
C 23.466 -21.262 25.174  -0.125
N 27.001 -20.018 27.394  0.031
H 25.263 -17.844 25.476  0.066
H 26.445 -19.030 24.972  0.067
H 26.913 -17.646 25.998  0.078
H 25.591 -18.522 27.853  0.135
H 23.751 -19.293 26.638  0.113
H 24.241 -20.553 27.777  0.125
H 23.634 -21.952 24.346  0.080
H 22.940 -20.389 24.764  0.084
H 22.769 -21.764 25.861  0.089
H 27.179 -20.655 26.620  0.068
H 26.781 -20.645 28.165  0.062
C 18.615 -16.626 24.511  -0.059
C 18.878 -15.123 24.558  -0.439
C 19.489 -14.640 25.851  -0.201
O 18.526 -14.789 26.909  -0.234
C 18.935 -14.122 28.083  -0.129
N 19.705 -14.741 23.384  0.061
H 19.492 -17.190 24.833  0.053
H 18.321 -16.930 23.508  0.085
H 17.785 -16.907 25.168  0.071
H 17.879 -14.659 24.539  0.128
H 19.743 -13.582 25.736  0.124
H 20.344 -15.268 26.139  0.126
H 19.941 -14.463 28.373  0.090
H 18.244 -14.398 28.877  0.084
H 18.962 -13.040 27.930  0.086
H 20.391 -14.070 23.727  0.051
H 20.273 -15.576 23.182  0.021

Properties
LUMO	0.080	Eh
net charge	-1

Below is a cluster of 3 separate species, C16H43N3P in total, with properties calculated with ωB97M-V/def2-TZVPD.

Each line ends with the Löwdin charge.
Atoms and positions in Å:
C 7.469 -3.206 0.036  -0.121
C 6.833 -1.979 -0.678  -0.371
P 5.902 -0.934 0.470  1.101
C 4.067 -0.839 0.150  -0.381
N 3.497 -1.943 -0.549  -0.137
C 3.522 -3.223 0.177  -0.086
H 8.411 -3.461 -0.430  0.083
H 7.649 -3.028 1.091  0.060
H 6.797 -4.054 -0.036  0.068
H 6.191 -2.328 -1.480  0.081
H 7.620 -1.388 -1.133  0.088
H 6.100 -1.446 1.752  0.035
H 6.491 0.333 0.470  0.033
H 3.609 -0.785 1.136  0.098
H 3.840 0.109 -0.332  0.092
H 3.880 -2.060 -1.478  0.108
H 3.602 -3.068 1.249  0.086
H 2.606 -3.773 -0.009  0.088
H 4.346 -3.859 -0.149  0.069
C 0.676 0.193 -0.845  -0.084
C 0.105 1.601 -0.901  -0.260
N -0.618 1.970 0.300  -0.200
C -1.389 3.194 0.155  -0.258
C -0.635 4.509 -0.074  -0.077
C 0.109 1.814 1.545  -0.244
C 1.445 2.557 1.696  -0.082
H -0.105 -0.540 -0.643  0.056
H 1.138 -0.058 -1.801  0.077
H 1.443 0.093 -0.075  0.034
H -0.595 1.654 -1.738  0.122
H 0.921 2.305 -1.138  0.101
H -2.029 3.299 1.034  0.112
H -2.075 3.040 -0.684  0.107
H -0.163 4.875 0.837  0.059
H -1.337 5.278 -0.399  0.076
H 0.129 4.418 -0.847  0.067
H 0.290 0.746 1.697  0.099
H -0.558 2.102 2.360  0.120
H 2.064 2.473 0.799  0.057
H 2.011 2.133 2.530  0.067
H 1.308 3.615 1.910  0.059
C -7.169 -1.063 -0.212  -0.089
C -5.703 -1.439 -0.053  -0.275
N -4.834 -0.777 -1.009  -0.199
C -3.494 -1.334 -1.048  -0.245
C -2.618 -1.206 0.207  -0.091
C -4.924 0.672 -1.044  -0.242
C -4.625 1.439 0.251  -0.078
H -7.511 -1.254 -1.230  0.081
H -7.775 -1.660 0.469  0.074
H -7.353 -0.015 0.023  0.065
H -5.607 -2.516 -0.218  0.117
H -5.403 -1.258 0.991  0.101
H -2.967 -0.890 -1.897  0.109
H -3.596 -2.397 -1.288  0.109
H -2.232 -0.194 0.339  0.039
H -1.755 -1.872 0.116  0.061
H -3.155 -1.493 1.111  0.068
H -5.927 0.939 -1.381  0.102
H -4.258 1.028 -1.835  0.111
H -5.098 0.982 1.121  0.070
H -5.007 2.459 0.172  0.077
H -3.554 1.508 0.440  0.032

Properties
LUMO	-0.115	Eh
net charge	+1

Question: Look up the net charge of the first one.
Answer: -1

Question: Among the records above, which one has the highest net charge?
Answer: C16H43N3P